C14H27ClN4O5P | ωB97M-V/def2-TZVPD

ORCA input file:
```
! wB97M-V def2-TZVPD RIJCOSX def2/J DEFGRID3
* xyz 1 1
O 2.357 0.254 1.469
C 2.716 0.018 0.193
O 2.742 1.101 -0.835
C 3.201 -1.477 -0.278
C 1.852 -2.364 -0.592
C 1.121 -2.727 0.845
N -0.042 -3.715 0.663
C -1.248 -3.201 0.248
N -2.409 -4.179 0.114
C -3.504 -3.199 -0.357
N -2.926 -1.801 -0.464
P -3.844 -0.377 -1.025
O -4.882 0.283 0.224
Cl -5.225 -1.152 -2.502
N -1.577 -1.751 -0.104
H 1.910 0.918 -1.393
H 3.792 -1.359 -1.283
H 3.841 -2.032 0.538
H 2.096 -3.402 -1.106
H 1.071 -1.737 -1.218
H 1.848 -3.184 1.640
H 0.647 -1.765 1.321
H 0.078 -4.749 0.851
H -4.604 -3.525 -0.602
H -5.196 1.172 -0.127
H -0.963 -0.898 -0.121
C 0.243 3.707 -5.101
C -0.358 2.377 -5.477
C 0.510 1.407 -4.705
O 0.944 2.090 -3.520
C 0.629 3.482 -3.655
H -0.438 4.551 -5.234
H 1.141 3.892 -5.702
H -1.392 2.322 -5.116
H -0.360 2.184 -6.553
H 1.402 1.130 -5.276
H -0.025 0.494 -4.428
H -0.208 3.702 -2.983
H 1.488 4.086 -3.351
C 1.323 0.605 5.112
C 0.420 1.194 4.060
C -0.918 0.581 4.412
O -0.921 0.374 5.831
C 0.414 0.561 6.321
H 2.234 1.184 5.284
H 1.613 -0.413 4.825
H 0.374 2.283 4.177
H 0.734 0.973 3.036
H -1.048 -0.395 3.931
H -1.759 1.222 4.132
H 0.439 1.508 6.870
H 0.671 -0.249 7.010
*
```

Summary:
**HOMO-LUMO gap**: 6.760 eV
**DFT total energy**: -1945.9643 a.u.
**HOMO level**: -0.4130 hartree
**LUMO**: -4.48 eV
**Energy above the lowest of the compared OMol25 structures with the same formula, charge and spin**: 166.4 kcal/mol
**Largest force on an atom**: 8.81 eV/Å